## A
ORCA calculation (ωB97M-V with the def2-TZVPD basis set) on a cluster of 2 separate species, C4H10N2OS in total.

Each line ends with the natural charge from an NBO analysis.
Cartesian coordinates (Å):
C 3.742 1.142 0.346  -0.35
C 3.677 -0.326 0.136  -0.53
C 1.133 0.150 -0.057  -0.44
C -3.369 -1.722 0.443  -0.40
N 2.921 1.797 -0.597  0.14
N -4.198 -0.511 0.757  -0.85
O 2.317 2.794 -0.225  -0.31
S 2.040 -0.932 0.765  0.43
H 3.668 1.572 1.472  0.20
H 4.749 1.417 0.113  0.25
H 3.673 -0.535 -0.960  0.25
H 4.305 -1.001 0.679  0.23
H 0.163 0.160 0.235  0.14
H -3.288 -2.322 1.424  0.16
H -3.964 -2.263 -0.210  0.19
H -2.366 -1.512 0.078  0.20
H -3.716 0.258 1.116  0.35
H -4.974 -0.725 1.473  0.35

- HOMO (alpha / beta) (Ha) = -0.3063 / -0.3063
- charge = 0


## B
ORCA calculation (ωB97M-V with the def2-TZVPD basis set) on an isolated molecule of C4H10N2OS.

Each line ends with the natural charge from an NBO analysis.
Cartesian coordinates (Å):
C 1.405 -0.123 -0.957  -0.63
C -0.026 0.567 -0.582  -0.30
C -0.319 1.763 0.335  -0.09
C -0.879 -0.809 -0.392  0.43
H 2.241 0.665 -1.076  0.21
H 1.344 -0.629 -1.876  0.22
H 1.642 -0.830 -0.050  0.23
H -0.343 0.941 -1.580  0.20
H -1.448 1.614 0.509  0.20
H -0.107 2.742 -0.011  0.19
H 1.036 1.133 1.494  0.46
H -1.175 -0.385 -2.013  0.34
H -1.801 -2.090 0.767  0.40
H 0.331 -1.260 2.712  0.12
N -1.348 -1.327 -1.520  -0.66
N -1.073 -1.392 0.899  -0.76
O 0.133 1.414 1.709  -0.72
S 0.386 -1.993 1.630  0.18

- HOMO (Ha) = -0.3516
- charge = 0
- SMILES = [H]/N=C(/NS)[C@H](C)CO


## C
ORCA calculation (ωB97M-V with the def2-TZVPD basis set) on an isolated molecule of C4H10N2OS.

Each line ends with the natural charge from an NBO analysis.
Cartesian coordinates (Å):
C 2.202 -0.801 0.878  -0.45
C 0.169 0.047 -0.299  0.42
C -1.105 -0.405 -1.042  0.05
C -2.046 0.018 0.082  -0.69
H 2.196 -0.795 2.029  0.22
H 2.693 0.060 0.410  0.18
H 2.592 -1.867 0.414  0.22
H -0.444 1.813 -0.874  0.40
H 2.174 2.094 0.703  0.10
H -1.365 0.301 -1.974  0.18
H -1.942 -0.103 1.308  0.25
H -3.152 -0.319 -0.052  0.24
H -2.336 1.156 -0.153  0.20
H -0.544 -2.186 -0.754  0.50
N 0.822 -0.918 0.201  -0.54
N 0.383 1.384 -0.359  -0.79
O -1.164 -1.744 -1.480  -0.71
S 0.866 2.266 0.963  0.21

- HOMO (Ha) = -0.3365
- charge = 0
- SMILES = C/N=C(\NS)[C@H](C)O


## D
ORCA calculation (ωB97M-V with the def2-TZVPD basis set) on an isolated molecule of C4H10N2OS.

Each line ends with the natural charge from an NBO analysis.
Cartesian coordinates (Å):
C -1.074 -0.029 1.692  -0.60
C -0.989 0.664 0.311  -0.31
C -1.831 -0.086 -0.690  -0.06
C 0.360 1.223 -0.274  0.46
H -2.092 -0.154 1.766  0.20
H -0.745 0.687 2.458  0.21
H -0.490 -0.873 1.728  0.23
H -1.573 1.579 0.458  0.21
H -1.786 0.523 -1.710  0.18
H -2.915 -0.041 -0.365  0.18
H -1.826 -2.181 -0.357  0.47
H 0.057 3.176 -0.028  0.35
H 2.313 0.522 -0.937  0.42
H 1.118 -2.251 -0.416  0.12
N 0.785 2.439 -0.221  -0.69
N 1.306 0.217 -0.680  -0.77
O -1.311 -1.400 -0.961  -0.74
S 1.562 -1.189 0.323  0.14

- HOMO (Ha) = -0.3389
- charge = 0
- SMILES = [H]/N=C(/NS)[C@H](C)CO


Which one sits at the bottom of the stability order? A does.


## A
ORCA calculation (ωB97M-V with the def2-TZVPD basis set) on a cluster of 2 separate species, C4H10N2OS in total.

Each line ends with the natural charge from an NBO analysis.
Cartesian coordinates (Å):
N 0.738 0.397 1.738  -0.86
C 0.571 -0.222 0.392  -0.16
C -0.682 0.105 -0.254  -0.38
C -1.963 -0.431 0.577  -0.58
S -3.260 0.002 -0.532  0.04
C 1.859 0.047 -0.474  0.68
N 1.744 -0.448 -1.771  -0.85
O 2.895 0.627 -0.130  -0.61
H 1.447 1.172 1.769  0.39
H 0.946 -0.314 2.419  0.37
H 0.628 -1.233 0.461  0.20
H -0.718 -0.469 -1.187  0.19
H -0.719 1.178 -0.529  0.22
H -1.932 -1.535 0.717  0.23
H -2.051 0.035 1.554  0.24
H -2.659 1.921 -0.138  0.09
H 2.386 -0.209 -2.557  0.41
H 0.771 -0.623 -2.056  0.38

- HOMO (Ha) = -0.3294
- charge = 0


## B
ORCA calculation (ωB97M-V with the def2-TZVPD basis set) on an isolated molecule of C4H10N2OS.

Each line ends with the natural charge from an NBO analysis.
Cartesian coordinates (Å):
C -1.089 -0.871 -2.136  -0.63
C -1.386 -0.173 -0.844  -0.05
C -1.590 1.298 -1.040  -0.63
C 0.999 -0.110 -0.182  0.19
H -0.827 -1.920 -1.895  0.23
H -1.981 -0.949 -2.770  0.23
H -0.305 -0.442 -2.773  0.21
H -2.303 -0.538 -0.336  0.22
H -2.419 1.524 -1.732  0.22
H -1.790 1.833 -0.106  0.22
H -0.696 1.795 -1.438  0.21
H -0.504 0.928 2.013  0.09
H 1.233 -0.239 -1.269  0.18
H 3.621 0.820 0.742  0.48
N -0.308 -0.469 0.158  -0.57
N 1.903 0.290 0.615  -0.21
O 3.112 0.439 0.007  -0.56
S -0.731 -0.370 1.832  0.20

- HOMO (Ha) = -0.3141
- charge = 0
- SMILES = CC(C)N(S)/C=N/O


Which one sits at the bottom of the stability order? A does.


## A
ORCA calculation (ωB97M-V with the def2-TZVPD basis set) on an isolated molecule of C4H10N2OS.

Each line ends with the natural charge from an NBO analysis.
Cartesian coordinates (Å):
N 1.862 1.126 1.004  -0.85
C 0.848 0.410 0.209  -0.15
C 1.566 -0.753 -0.588  -0.50
S 0.553 -1.229 -2.072  -0.11
C -0.242 -0.190 1.059  0.66
N -1.530 -0.333 0.624  -0.61
C -2.131 0.411 -0.474  -0.41
O -0.050 -0.488 2.232  -0.63
H 1.782 2.146 0.735  0.38
H 1.683 0.866 1.974  0.40
H 0.347 1.048 -0.549  0.20
H 2.430 -0.193 -0.968  0.24
H 2.048 -1.504 0.052  0.25
H 0.074 -2.511 -2.082  0.15
H -2.276 -0.801 1.103  0.41
H -1.540 1.270 -0.706  0.20
H -3.088 0.886 -0.169  0.20
H -2.337 -0.162 -1.383  0.20

- HOMO (Ha) = -0.3354
- charge = 0
- SMILES = CNC(=O)[C@@H](N)CS


## B
ORCA calculation (ωB97M-V with the def2-TZVPD basis set) on an isolated molecule of C4H10N2OS.

Each line ends with the natural charge from an NBO analysis.
Cartesian coordinates (Å):
C 3.109 0.619 -0.700  -0.41
C 0.275 -0.719 0.787  0.30
C -1.758 -1.385 -0.191  -0.22
C -2.380 1.249 0.483  -0.76
H 2.694 1.625 -0.748  0.17
H 3.803 0.575 0.135  0.21
H 3.667 0.390 -1.617  0.20
H 1.476 -0.492 -1.303  0.35
H -0.271 -0.668 1.753  0.17
H -2.092 -1.558 0.843  0.18
H -2.065 -2.220 -0.800  0.22
H -2.765 0.857 1.456  0.21
H -2.930 2.165 0.226  0.24
H -1.345 1.505 0.593  0.22
N 2.109 -0.407 -0.501  -0.45
N 1.451 -0.259 0.691  -0.30
O -0.360 -1.331 -0.258  -0.53
S -2.619 0.055 -0.849  0.19

- HOMO (Ha) = -0.3045
- charge = 0
- SMILES = CN/N=C\OCSC


Which one sits at the bottom of the stability order? B does.


## A
ORCA calculation (ωB97M-V with the def2-TZVPD basis set) on a structure of composition C3H6ClN3.

Each line ends with the natural charge from an NBO analysis.
Cartesian coordinates (Å):
C 1.142 -0.982 -0.271  0.27
C -0.730 0.536 0.112  -0.04
C -1.041 1.182 -1.152  -0.28
H 1.232 0.688 2.262  0.36
H -0.540 -0.438 2.423  0.39
H 2.001 -1.313 0.442  0.18
H -0.137 -1.506 -1.880  0.37
H -1.646 0.659 0.835  0.21
H -2.088 1.515 -1.498  0.24
N 0.522 -0.345 1.955  -0.67
N 0.311 -0.309 0.520  -0.33
N 0.883 -1.525 -1.340  -0.67
Cl 0.091 1.837 -2.409  -0.04

- HOMO (Ha) = -0.3066
- charge = 0


## B
ORCA calculation (ωB97M-V with the def2-TZVPD basis set) on a cluster of 2 separate species, C3H6ClN3 in total.

Each line ends with the natural charge from an NBO analysis.
Cartesian coordinates (Å):
C -1.137 0.175 -0.930  -0.25
C -0.592 1.208 -0.264  -0.08
C -0.959 -1.067 -0.104  -0.29
N -0.191 -0.468 1.008  -0.33
N -0.045 0.791 0.958  -0.25
N 2.498 0.689 -0.274  -0.55
Cl 2.534 -0.895 0.202  0.16
H -1.681 0.113 -1.786  0.21
H -0.544 2.283 -0.426  0.22
H -1.896 -1.351 0.226  0.20
H -0.572 -1.802 -0.720  0.21
H 0.378 -1.025 1.660  0.40
H 2.209 1.351 0.449  0.34

- HOMO (alpha / beta) (Ha) = -0.2483 / -0.3397
- charge = 0


Which one sits at the bottom of the stability order? A does.